Density functional theory data (ωB97M-V with the def2-TZVPD basis set) for C46H40N4O5PbSeSi as an isolated structure in a non-equilibrium geometry.

Values from the calculation:
E: -143021.723 eV
Molecular weight: 1043.1 g/mol
Energy relative to the best compared isomer or geometry (same formula, charge and spin): 2.435 eV
Gap between HOMO and LUMO: 4.9 eV
Charge: -2

Geometry as XYZ:
```
98
Properties=species:S:1:pos:R:3:mulliken_charge:R:1
Pb 0.054 0.281 1.199 1.1384
C -1.227 1.479 5.873 -1.8230
C -0.588 1.035 4.626 0.4567
N -1.250 0.916 3.428 0.9367
N -2.544 0.907 3.536 -0.8136
C -3.224 0.905 2.345 -0.0349
O -2.629 0.865 1.233 -0.3596
C -4.727 0.980 2.405 0.4996
C -5.341 1.219 3.644 -0.2603
C -6.705 1.515 3.634 -0.4917
C -7.523 1.183 2.553 -0.4540
C -6.887 0.835 1.340 -0.4314
C -5.465 0.818 1.250 -0.6107
C 0.879 1.077 4.532 0.5109
C 1.644 1.592 5.602 -1.2881
C 3.007 1.578 5.438 -0.2624
C 3.583 1.202 4.217 -0.7427
C 2.769 0.741 3.252 -0.2471
N 1.442 0.675 3.377 0.5728
H -2.296 1.231 5.851 0.3262
H -0.826 1.056 6.755 0.5160
H -1.209 2.593 6.029 0.2823
H -4.828 1.433 4.584 0.2358
H -7.175 1.936 4.522 0.3393
H -8.602 1.290 2.651 0.3550
H -7.440 0.609 0.423 0.3489
H -4.951 0.608 0.336 0.5681
H 1.161 1.887 6.555 0.2533
H 3.684 1.893 6.242 0.3506
H 4.641 1.396 4.103 0.4310
H 3.228 0.197 2.391 0.3262
C -3.762 -4.345 -3.480 -0.7985
O -4.010 -4.005 -2.155 -0.4394
C -2.926 -3.830 -1.325 0.9620
C -2.926 -4.617 -0.171 -0.6855
C -2.107 -4.371 0.880 -0.9774
C -1.286 -3.205 0.963 0.5828
C -0.539 -2.936 2.151 0.7714
C -0.064 -4.134 2.913 -1.8287
O -0.313 -1.720 2.515 -0.4806
C -1.349 -2.341 -0.230 -0.0863
O -0.600 -1.245 -0.310 -0.4693
C -2.145 -2.668 -1.346 -0.2229
H -4.704 -4.548 -3.997 0.2650
H -3.042 -5.144 -3.631 0.3041
H -3.426 -3.443 -3.985 0.2745
H -3.565 -5.506 -0.158 0.3385
H -2.161 -5.046 1.779 0.2818
H -0.048 -5.080 2.274 0.4137
H -0.760 -4.281 3.741 0.3733
H 0.906 -3.984 3.305 0.3966
H -2.077 -1.983 -2.175 0.2071
O 2.224 -0.087 0.237 -0.0400
Si 3.048 0.160 -1.113 -0.3900
C 4.429 1.375 -1.210 0.7648
C 4.994 1.912 -0.054 -0.4267
C 5.807 3.042 -0.084 -0.6114
C 6.219 3.519 -1.326 -0.4687
C 5.761 2.903 -2.505 -0.8866
C 4.862 1.815 -2.486 -0.4741
C 3.707 -1.515 -1.643 0.4106
C 2.962 -2.678 -1.369 0.2006
C 3.486 -3.970 -1.674 -0.6873
C 4.719 -4.069 -2.322 -0.2804
C 5.448 -2.919 -2.570 -0.6408
C 5.060 -1.671 -2.077 -0.7153
C 1.837 0.637 -2.509 1.1930
C 1.959 1.754 -3.342 -0.2287
C 1.142 1.935 -4.508 -0.7207
C 0.128 1.048 -4.778 -0.7245
C -0.042 -0.018 -3.925 -0.4715
C 0.859 -0.339 -2.917 -0.2186
H 4.753 1.465 0.953 -0.0544
H 6.169 3.498 0.798 0.4654
H 6.894 4.349 -1.372 0.3865
H 6.113 3.345 -3.425 0.3411
H 4.575 1.335 -3.406 0.7042
H 1.976 -2.539 -0.896 0.0039
H 3.007 -4.867 -1.270 0.3438
H 5.092 -5.063 -2.671 0.2875
H 6.305 -3.007 -3.281 0.2384
H 5.696 -0.846 -2.050 0.5245
H 2.624 2.589 -3.101 0.4800
H 1.351 2.774 -5.164 0.3337
H -0.503 1.235 -5.671 0.2873
H -0.845 -0.713 -4.135 0.3356
H 0.663 -1.109 -2.213 -0.1137
Se 0.274 3.924 -1.108 -0.4563
C -1.115 3.466 -2.309 0.0781
C -2.070 2.497 -2.019 0.0573
C -3.140 2.388 -2.897 -0.3429
N -3.376 3.223 -3.914 -0.7202
C -2.457 4.149 -4.160 -0.4259
C -1.302 4.365 -3.400 -0.5100
H -1.942 1.850 -1.111 0.2457
H -3.949 1.648 -2.712 0.3445
H -2.645 4.690 -5.092 0.3210
H -0.507 5.022 -3.684 0.4504
```

***

Density functional theory data (ωB97M-V with the def2-TZVPD basis set) for C46H41Br2IrN3O3S2 as an isolated structure in a non-equilibrium geometry.

Values from the calculation:
Spin multiplicity: 2
E: -223537.382 eV
Molecular weight: 1100.0 g/mol
Gap between HOMO and LUMO (alpha / beta): 5.5 / 3.9 eV
Charge: +4
⟨S²⟩: 0.773

Geometry as XYZ:
```
98
Properties=species:S:1:pos:R:3:mulliken_spin:R:1
Ir 0.092 -0.341 -0.387 0.0407
C 6.290 3.329 2.126 0.0004
C 4.920 2.732 2.014 -0.0007
C 4.719 1.357 2.190 -0.0004
C 3.455 0.803 2.113 0.0000
C 2.374 1.642 1.859 -0.0001
C 2.531 3.009 1.684 -0.0006
C 3.811 3.540 1.758 0.0005
S 0.747 0.971 1.822 -0.0011
O -0.232 2.078 1.571 0.0001
C 0.540 0.407 3.489 -0.0009
C 1.395 0.923 4.492 -0.0013
C 1.209 0.503 5.777 0.0002
C 0.219 -0.451 6.108 -0.0009
C 0.098 -0.954 7.425 0.0012
C -0.845 -1.894 7.720 -0.0007
C -1.729 -2.363 6.718 0.0002
C -1.653 -1.885 5.443 -0.0020
C -0.666 -0.920 5.101 0.0012
C -0.502 -0.446 3.774 0.0019
C -1.475 -0.810 2.718 -0.0040
C -2.791 -0.277 2.756 -0.0013
C -3.202 0.640 3.762 -0.0010
C -4.468 1.144 3.760 0.0006
C -5.395 0.761 2.762 0.0002
C -5.031 -0.113 1.778 0.0000
C -3.719 -0.641 1.740 -0.0012
C -3.314 -1.517 0.703 0.0010
C -2.041 -2.002 0.646 0.0033
C -1.110 -1.640 1.664 0.0028
S 0.526 -2.380 1.660 -0.0002
O 0.871 -2.142 0.130 0.0019
C 0.300 -4.084 1.885 0.0002
C -0.152 -4.941 0.881 -0.0016
C -0.310 -6.277 1.184 -0.0003
C -0.027 -6.771 2.465 -0.0001
C -0.170 -8.233 2.759 0.0000
C 0.428 -5.888 3.444 0.0001
C 0.612 -4.545 3.162 0.0006
H 7.068 2.583 1.985 0.0000
H 6.425 3.763 3.120 0.0000
H 6.431 4.134 1.406 0.0000
H 5.568 0.720 2.405 0.0000
H 3.316 -0.262 2.267 -0.0001
H 1.672 3.647 1.522 -0.0001
H 3.948 4.607 1.636 0.0000
H 2.160 1.647 4.265 -0.0003
H 1.836 0.902 6.565 0.0001
H 0.767 -0.585 8.192 0.0001
H -0.926 -2.284 8.725 -0.0001
H -2.476 -3.103 6.973 0.0000
H -2.342 -2.245 4.690 -0.0003
H -2.507 0.933 4.537 0.0002
H -4.774 1.836 4.533 0.0000
H -6.399 1.163 2.787 0.0001
H -5.745 -0.422 1.024 -0.0001
H -4.043 -1.826 -0.037 -0.0006
H -1.753 -2.714 -0.113 0.0033
H -0.355 -4.574 -0.116 -0.0025
H -0.658 -6.960 0.420 0.0000
H -1.012 -8.665 2.222 0.0000
H -0.291 -8.419 3.824 0.0000
H 0.729 -8.761 2.432 0.0000
H 0.662 -6.261 4.432 0.0000
H 0.988 -3.870 3.923 0.0000
C 3.263 0.808 -1.131 -0.0012
C 2.639 -0.116 -2.097 -0.0324
C 3.409 -0.552 -3.199 0.0313
C 2.904 -1.387 -4.150 0.0222
C 1.567 -1.811 -4.031 0.0077
C 0.884 -2.685 -4.955 0.1877
Br 1.757 -3.360 -6.410 0.1463
C -0.462 -3.031 -4.760 -0.0018
C -1.168 -2.545 -3.684 0.0995
Br -2.959 -2.965 -3.425 0.0268
C -0.514 -1.713 -2.736 0.1279
O -1.101 -1.229 -1.705 0.1912
C 0.850 -1.352 -2.934 0.1189
N 1.371 -0.524 -1.964 0.0329
H 3.623 1.697 -1.654 -0.0019
H 4.132 0.332 -0.674 -0.0025
H 2.580 1.114 -0.351 -0.0011
H 4.428 -0.197 -3.271 0.0011
H 3.513 -1.709 -4.984 0.0058
H -0.948 -3.689 -5.470 0.0041
N -3.551 2.239 -3.155 0.0003
C -2.931 1.122 -2.336 -0.0069
C -2.269 1.655 -1.059 0.0010
N -0.793 1.503 -0.937 -0.0017
H -4.037 1.867 -3.978 0.0000
H -2.866 2.920 -3.493 0.0000
H -4.251 2.758 -2.615 0.0001
H -2.235 0.599 -2.984 0.0065
H -3.748 0.443 -2.104 0.0008
H -2.692 1.156 -0.187 0.0012
H -2.507 2.718 -0.949 0.0007
H -0.585 1.987 -0.025 -0.0024
H -0.292 2.006 -1.666 -0.0003
```

***

Density functional theory data (ωB97M-V with the def2-TZVPD basis set) for C46H41KN7O2P2S as an isolated structure.

Values from the calculation:
E: -108637.068 eV
Molecular weight: 857.0 g/mol
Energy relative to the best compared isomer or geometry (same formula, charge and spin): 0.000 eV
Gap between HOMO and LUMO: 5.9 eV
Charge: -1

Geometry as XYZ:
```
100
Properties=species:S:1:pos:R:3:mulliken_charge:R:1
K 0.052 0.918 0.880 1.3310
O 1.218 5.346 0.967 -0.7359
C 1.261 4.147 1.295 -0.2255
N 0.385 3.406 1.967 -0.0534
C -0.757 4.039 2.511 0.7960
C -0.674 5.298 3.119 -0.4883
C -1.756 5.880 3.755 -0.7192
C -2.972 5.208 3.787 -0.7226
C -3.075 3.961 3.199 -0.3074
C -1.988 3.345 2.563 -0.8946
N -2.149 2.101 1.918 0.4988
C -2.844 1.167 2.534 -0.2171
O -3.281 1.110 3.710 -0.7905
C -3.213 -0.029 1.659 0.0726
C -4.437 -0.652 1.909 -0.6236
C -4.836 -1.709 1.115 -0.8917
C -3.988 -2.147 0.106 -1.1934
C -2.778 -1.496 -0.047 -0.4859
N -2.393 -0.458 0.695 1.4351
C 2.527 3.413 0.869 0.0963
C 3.744 4.088 0.977 -0.9089
C 4.904 3.451 0.588 -0.3445
C 4.823 2.163 0.070 -0.9136
C 3.573 1.581 -0.027 -0.3169
N 2.450 2.181 0.366 0.2839
H 0.270 5.821 3.070 0.4294
H -1.651 6.856 4.215 0.3636
H -3.835 5.651 4.272 0.3639
H -4.011 3.420 3.237 0.3597
H -5.034 -0.281 2.730 0.5927
H -5.791 -2.193 1.282 0.3933
H -4.246 -2.978 -0.536 0.5360
H -2.072 -1.828 -0.801 0.4260
H 3.739 5.101 1.354 0.4946
H 5.863 3.947 0.680 0.3854
H 5.704 1.623 -0.250 0.4262
H 3.456 0.580 -0.433 0.4273
C 0.024 -2.577 -3.111 -1.5274
N 0.622 -1.577 -2.232 0.5903
P 1.395 -1.995 -0.756 0.7724
C 0.306 -3.259 0.012 0.1059
C -0.263 -2.933 1.240 0.1771
C -1.134 -3.810 1.875 -0.3963
C -1.441 -5.025 1.288 -0.6770
C -0.859 -5.376 0.073 -0.6882
C 0.014 -4.503 -0.554 -0.2589
C 2.758 -3.095 -1.312 0.6690
C 3.289 -3.046 -2.596 -0.6171
C 4.393 -3.818 -2.938 -0.7016
C 4.985 -4.643 -1.995 -0.5267
C 4.468 -4.692 -0.706 -0.5892
C 3.365 -3.926 -0.368 -0.9052
P 0.519 0.120 -2.516 0.0283
C 0.997 0.208 -4.286 0.3092
C 0.127 0.463 -5.342 -0.1597
C 0.603 0.545 -6.646 -0.7564
C 1.953 0.377 -6.909 -0.5206
C 2.836 0.150 -5.860 -0.8759
C 2.360 0.080 -4.561 -0.4105
C -1.266 0.526 -2.556 0.4102
C -1.621 1.653 -1.819 -1.1237
C -2.951 2.012 -1.643 -0.6362
C -3.946 1.249 -2.228 -0.5372
C -3.609 0.139 -2.997 -0.9203
C -2.282 -0.221 -3.161 0.4130
H 0.673 -3.450 -3.194 0.4359
H -0.102 -2.165 -4.114 0.5261
H -0.950 -2.912 -2.741 0.1686
H -0.010 -1.995 1.719 -0.1131
H -1.575 -3.532 2.824 0.4781
H -2.126 -5.708 1.776 0.3739
H -1.083 -6.334 -0.380 0.4254
H 0.484 -4.799 -1.484 0.3058
H 2.833 -2.406 -3.340 0.2813
H 4.787 -3.773 -3.946 0.4269
H 5.846 -5.244 -2.259 0.3662
H 4.928 -5.329 0.040 0.4054
H 2.969 -3.970 0.641 0.4262
H -0.929 0.603 -5.148 0.3571
H -0.088 0.741 -7.456 0.4130
H 2.321 0.442 -7.925 0.3663
H 3.896 0.047 -6.053 0.4234
H 3.057 -0.055 -3.741 0.5262
H -0.848 2.257 -1.354 0.8753
H -3.193 2.859 -1.015 0.3765
H -4.986 1.506 -2.077 0.3967
H -4.388 -0.458 -3.456 0.4017
H -2.042 -1.094 -3.755 0.3645
S 1.887 -0.529 3.201 -0.3140
C 0.823 0.269 4.240 0.2580
N 0.359 1.505 4.118 0.3136
C -0.528 1.870 5.221 -0.1274
C -0.869 0.497 5.804 -0.5132
N 0.288 -0.292 5.367 -0.2817
H 0.610 2.150 3.350 -0.0294
H -1.412 2.389 4.860 -0.0909
H 0.009 2.499 5.937 0.4196
H -1.799 0.132 5.361 0.2182
H -0.951 0.513 6.890 0.3150
H 0.278 -1.297 5.393 0.2989
```